[1]
11
Properties=species:S:1:pos:R:3 method="wB97M-V/def2-TZVPD" charge=0 smiles="C=CCC=O" energy_ha=-231.188573 molar_mass_g_mol=70.09 orbital_gap_ev=10.35
H 1.2312 -0.5009 -1.5353
C 0.3801 -1.0997 -1.1410
H -0.6664 2.3300 1.0697
C -0.6076 0.4562 0.1501
H 1.0712 -0.6376 0.8862
O -0.3998 -1.6856 -1.8517
H -1.6211 0.3693 -0.2466
H 1.0148 1.5400 0.8382
H -0.5030 -1.4888 0.8592
C 0.1610 -0.8227 0.3015
C -0.0603 1.5400 0.6698

***

[2]
11
Properties=species:S:1:pos:R:3 method="wB97M-V/def2-TZVPD" charge=0 smiles="C=COC=C" energy_ha=-231.159351 molar_mass_g_mol=70.09 orbital_gap_ev=9.81
H -3.2093 0.3080 0.3029
H 3.2784 0.1340 0.3211
O 0.0486 -0.3600 -0.2607
C 1.1762 0.3808 -0.2315
H 2.1167 -1.5039 0.3554
C -1.1035 0.2651 0.0607
H 1.1067 1.4304 -0.6236
C -2.3345 -0.2788 -0.0118
H -0.8716 1.2793 0.4908
H -2.5272 -1.3110 -0.4763
C 2.3195 -0.3439 0.0729

***

[3]
11
Properties=species:S:1:pos:R:3 method="wB97M-V/def2-TZVPD" charge=0 energy_ha=-231.054264 molar_mass_g_mol=70.09 orbital_gap_ev="8.33 / 8.34"
H -0.6508 1.3630 -1.0691
O 2.1414 0.2481 0.1383
H -0.9878 -1.1073 -0.9024
C -0.7607 0.9522 -0.0730
H -1.5511 -0.9466 0.8384
C -0.9635 -0.5410 0.0247
H -1.2738 1.5891 0.6407
H 1.7845 -1.3991 -0.8532
C 0.3375 0.1155 0.4211
H 0.5142 0.0758 1.5158
C 1.4099 -0.3497 -0.6813

***

[4]
11
Properties=species:S:1:pos:R:3 method="wB97M-V/def2-TZVPD" charge=0 energy_ha=-231.032893 molar_mass_g_mol=70.09 orbital_gap_ev=8.36
C 2.6323 0.3201 -0.1814
H -2.0369 -0.9235 -0.9348
H -3.1185 0.8621 0.8829
H 3.1107 -0.0768 0.7721
O -2.9372 0.7105 -0.0345
H -2.4921 -1.3217 0.7727
C 1.2176 0.0236 0.0757
H 2.8862 1.3222 -0.2649
C 0.0480 -0.2290 -0.0543
C -2.3786 -0.5048 -0.0328
H 3.0685 -0.1827 -1.0008

***

[5]
11
Properties=species:S:1:pos:R:3 method="wB97M-V/def2-TZVPD" charge=0 smiles=C#C[C@@H](C)O energy_ha=-231.175640 molar_mass_g_mol=70.09 orbital_gap_ev=11.20
O 0.1757 -1.3615 1.1090
H -0.7583 -1.5556 0.9422
C 0.5249 -0.2681 0.2775
H -0.9014 -0.7271 -3.1530
C -0.4826 -0.6133 -2.1781
H 0.2644 1.8870 0.1644
H 1.6201 -0.2714 0.2446
C 0.0044 -0.4610 -1.0875
H -1.0357 1.0440 1.0209
H 0.5425 1.2614 1.8068
C 0.0460 1.0658 0.8531

***

[6]
11
Properties=species:S:1:pos:R:3 method="wB97M-V/def2-TZVPD" charge=0 smiles="C=C(C)C=O" energy_ha=-231.123192 molar_mass_g_mol=70.09 orbital_gap_ev=9.85
O 1.9996 -0.1806 -0.1577
H 0.9753 1.7706 0.0387
C -1.8707 -0.4385 -0.0912
H -2.1482 -1.1874 -0.9605
H 0.5664 -1.6789 0.1792
H -0.8626 2.0085 -0.1539
H -2.6959 0.2471 -0.2398
C 0.8219 -0.7471 0.1718
C -0.1086 1.2914 0.0699
H -2.1100 -0.8520 0.9662
C -0.4629 0.0837 0.0882

***

[7]
11
Properties=species:S:1:pos:R:3 method="wB97M-V/def2-TZVPD" charge=0 smiles="O=C1CCC1" energy_ha=-231.179762 molar_mass_g_mol=70.09 orbital_gap_ev=10.48
H -1.7552 0.6817 -1.0398
H -0.4316 -0.5364 -1.4072
H 1.7956 -0.4092 0.5079
C -0.7831 0.2765 -0.7410
C -0.3969 -0.8300 0.2873
O 0.8185 2.2242 -0.5071
H -1.1329 -1.2311 0.9680
H -0.0402 -1.7119 -0.2884
C 0.8125 0.0240 0.7198
C 0.3813 1.1288 -0.2627
H 0.7527 0.3299 1.7628

***

[8]
11
Properties=species:S:1:pos:R:3 method="wB97M-V/def2-TZVPD" charge=0 smiles="C=CC(C)=O" energy_ha=-231.175514 molar_mass_g_mol=70.09 orbital_gap_ev=9.84
H -2.2597 0.0788 0.9843
H 2.9705 -0.7070 0.1657
H 1.9222 1.0424 0.4743
H 0.5538 -1.7744 -0.6630
H -2.3327 -0.6332 -0.8505
C -0.4283 0.1615 -0.0459
C -1.7950 -0.5270 0.1970
H -1.7405 -1.5622 0.4871
C 0.7868 -0.7411 -0.2648
O -0.3315 1.3444 -0.1661
C 2.0261 -0.0934 0.2356